Below is a molecular structure, C4H6NS in a non-equilibrium geometry, with properties calculated with ωB97M-V/def2-TZVPD.

Positions of all 12 atoms, in Å:
1 C -0.737 -0.721 -0.392
2 C 0.513 1.031 -0.262
3 C -1.822 -1.600 -0.515
4 C 1.789 1.733 -0.086
5 N 0.486 -0.371 -0.372
6 S -1.025 1.583 -0.128
7 H -1.590 -2.652 -0.747
8 H -2.721 -1.206 -0.959
9 H -2.268 -1.669 0.568
10 H 2.579 1.169 0.374
11 H 1.620 2.739 0.388
12 H 2.254 1.865 -1.068

Output
E_HOMO (spin up / spin down) in eV: -14.60 / -14.60
Frontier orbital gap (spin up / spin down) in eV: 8.28 / 8.28
LUMO energy (spin up / spin down) in Eh: -0.2325 / -0.2325
ΔE to the lowest compared entry with this formula, charge and spin in kJ/mol: 227.0
E in Ha: -608.57684
Charge: +1